(1)
C6H12O | the ωB97M-V functional and the def2-TZVPD basis

Calculated values
SMILES   CC(C)[C@H]1C[C@H]1O
HOMO-LUMO gap   0.3854 Ha
E_HOMO   -9.486 eV
Net charge   0
Relative energy (zero: lowest compared OMol25 entry of this formula, charge and spin)   155.39 kJ/mol

Atoms and positions in Å:
C 1.339 0.833 0.795
C 0.690 -0.379 0.093
C 1.682 -0.846 -0.981
C -0.726 -0.274 -0.515
C -1.923 -0.775 0.272
C -1.865 0.653 -0.159
O -1.780 1.668 0.793
H 0.687 1.423 1.445
H 2.132 0.465 1.455
H 1.805 1.518 0.078
H 0.630 -1.174 0.845
H 2.625 -1.166 -0.522
H 1.913 -0.027 -1.675
H 1.288 -1.682 -1.566
H -0.745 -0.557 -1.567
H -2.635 -1.464 -0.174
H -1.745 -0.929 1.335
H -2.516 0.946 -0.982
H -0.855 1.769 1.030

Cartesian forces, eV/Å:
-0.0208 0.0596 0.0216
0.0242 -0.0700 0.0721
0.0213 -0.0599 -0.0540
0.1395 0.0038 -0.0865
-0.1236 -0.1183 0.0866
-0.1160 -0.1311 -0.2607
0.1480 0.0633 0.1482
0.1015 -0.1758 0.0120
-0.0286 0.0705 -0.1684
-0.1927 -0.0582 0.0625
0.0115 0.0782 -0.0717
-0.1146 0.0628 -0.0691
-0.0990 -0.1364 0.0835
0.0450 0.0604 0.1211
0.0470 0.1026 0.1681
0.1257 0.1314 0.0097
-0.0032 0.0139 -0.1662
0.1766 -0.0445 0.1117
-0.1419 0.1476 -0.0205

(2)
C18H33Cl6N3 | the ωB97M-V functional and the def2-TZVPD basis

Calculated values
SMILES   CCCC#N.CCCC#N.CCCC#N.ClCCCl.ClCCCl.ClCCCl
HOMO-LUMO gap   0.3995 Ha
E_HOMO   -10.457 eV
Net charge   0
Relative energy (zero: lowest compared OMol25 entry of this formula, charge and spin)   0.00 kJ/mol

Atoms and positions in Å:
Cl -3.781 0.210 -2.745
C -3.581 1.739 -3.557
C -3.579 2.862 -2.536
Cl -3.337 4.503 -3.424
H -4.401 1.924 -4.230
H -2.647 1.733 -4.122
H -2.730 2.789 -1.829
H -4.525 3.021 -2.077
Cl -3.893 -2.335 -0.029
C -4.686 -1.509 1.334
C -5.002 -0.114 0.987
Cl -6.254 -0.080 -0.273
H -3.995 -1.613 2.167
H -5.499 -2.120 1.700
H -4.099 0.413 0.694
H -5.405 0.351 1.871
Cl -0.529 5.900 1.771
C -1.491 5.554 0.319
C -1.866 6.726 -0.483
Cl -2.840 7.888 0.373
H -2.372 5.049 0.728
H -0.977 4.760 -0.212
H -2.453 6.382 -1.357
H -0.973 7.210 -0.906
C 2.142 -4.621 1.162
C 1.034 -3.660 0.776
C 0.093 -4.201 -0.311
C 0.773 -4.807 -1.438
N 1.327 -5.270 -2.343
H 1.815 -5.639 1.414
H 2.730 -4.238 1.988
H 2.807 -4.699 0.296
H 1.550 -2.746 0.399
H 0.405 -3.365 1.601
H -0.632 -3.459 -0.669
H -0.606 -4.903 0.194
C -0.157 1.147 -0.699
C 0.873 0.263 -0.003
C 0.697 0.220 1.502
C -0.567 -0.422 1.947
N -1.571 -0.962 2.159
H -0.055 2.193 -0.343
H -1.173 0.773 -0.565
H 0.125 1.196 -1.752
H 1.889 0.606 -0.176
H 0.836 -0.768 -0.395
H 0.624 1.250 1.902
H 1.513 -0.290 1.999
C 5.710 -0.361 -0.371
C 5.345 -1.791 -0.047
C 5.493 -1.996 1.504
C 4.568 -1.089 2.179
N 3.791 -0.350 2.654
H 6.720 -0.109 -0.061
H 5.026 0.388 0.036
H 5.618 -0.199 -1.429
H 6.027 -2.481 -0.574
H 4.297 -1.986 -0.304
H 6.588 -1.836 1.780
H 5.259 -3.030 1.821

Cartesian forces, eV/Å:
-0.0418 -0.6258 0.3283
0.3898 1.2164 -0.1339
1.4044 1.0246 -0.6702
0.0192 -1.0868 0.4259
-0.2749 -0.2440 -0.3363
-0.1274 -0.0340 0.0981
-0.6882 0.0100 -0.3087
-0.5663 -0.2732 0.6081
0.0137 -0.2957 -0.1797
0.8748 -1.4777 0.8156
-0.1856 0.1673 0.3180
-0.0887 0.3700 -0.0997
0.4447 0.6481 -0.1242
-0.7226 0.0701 -0.6143
-0.1275 0.0832 -0.3498
-0.2418 0.3875 0.2268
0.3931 0.2585 0.0970
-0.6715 -1.6411 1.3328
0.4920 0.0873 -2.0343
-0.3475 0.5179 0.4323
-0.1434 0.2657 -0.1627
0.3174 0.3204 -0.5067
0.2241 0.0718 0.4746
-0.2773 0.0937 0.3346
0.1366 -0.3765 -0.3511
0.4652 0.7292 -0.7674
-1.1514 -0.0765 1.0092
0.5502 -0.6710 -1.1845
-0.5292 0.5095 0.9890
-0.1193 0.3030 -0.0234
0.0211 0.0997 0.2093
0.0850 -0.2147 0.1276
-0.4934 -0.4004 0.2459
-0.1084 0.1184 0.4064
0.4787 0.2418 -0.0748
0.6513 -0.1824 -0.5220
0.9362 0.5032 -0.0928
-0.2966 -0.6061 -0.0255
-1.0217 0.4536 0.9949
-0.6321 -0.6181 -0.6153
1.0741 0.6531 0.0246
-0.2930 -0.5202 0.0790
0.0154 0.0979 -0.1031
-0.4462 -0.1281 -0.1450
0.1000 0.2223 -0.1510
-0.0926 0.3607 0.0310
0.3818 -0.3838 -0.1221
0.2236 0.0310 0.1248
-0.3629 0.4726 -0.3941
0.1461 -0.0614 1.1779
1.1164 -0.6604 -0.5318
-1.5704 1.8030 1.3646
1.9286 -1.8877 -1.1692
0.1447 -0.0077 0.0281
0.0405 -0.2778 0.4164
0.2788 0.0092 -0.6923
-0.4845 0.1413 0.2499
0.2818 -0.1664 -0.2038
-1.5251 0.1443 -0.0624
0.0017 0.4314 -0.2185